161
Properties=species:S:1:pos:R:3:mulliken_charge:R:1 method="wB97M-V/def2-TZVPD" orbital_gap_ev=6.0469 charge=-1
C 0.7549 -3.3879 1.5879 -0.50
C 0.7388 -2.1800 0.4793 -0.41
In -1.2595 -1.0619 0.3560 1.47
C -2.2173 -0.7345 2.4033 -0.73
C -2.8598 -2.0861 3.0720 -0.35
C -4.1348 -2.7230 2.2371 -0.36
C -3.5405 -4.1162 1.5275 1.13
C -3.7977 -5.4626 2.4266 -0.61
O -3.3471 -6.6930 1.7356 -0.29
C -1.9061 -6.6267 1.4050 0.64
C -1.4710 -6.3172 -0.1638 0.44
O -0.9183 -6.7612 2.3310 -0.63
C -0.7081 1.0524 -0.3932 -0.68
C -0.7670 1.1897 -2.0258 -0.31
O 0.5765 0.9837 -2.6364 -0.19
C 0.7802 -0.4280 -2.9956 -0.10
C 2.3132 -0.8276 -3.4154 0.70
F 2.2207 -1.4191 -4.8028 -0.35
F 2.8295 -1.9384 -2.5529 -0.30
C 3.3621 0.4283 -3.5081 0.43
F 2.8582 1.3645 -4.5452 -0.23
F 4.6533 -0.1499 -4.0393 -0.34
C 3.7424 1.1267 -2.0741 0.48
F 5.2392 1.0499 -1.8873 -0.34
F 3.1563 0.4651 -0.8812 -0.19
C 3.3697 2.7302 -1.9719 0.79
F 4.0286 3.5798 -2.9943 -0.28
F 3.8819 3.2255 -0.6396 -0.32
C -2.5917 -2.1862 -1.1127 -0.44
O -2.1950 -1.9917 -2.5435 -0.22
C -2.9862 -2.9163 -3.4133 -0.65
H 0.9829 -3.0127 2.6971 0.14
H 1.6401 -4.1494 1.3426 0.16
H -0.2205 -4.0362 1.6317 0.04
H 1.5732 -1.4016 0.8008 0.02
H 1.0745 -2.6414 -0.5549 0.15
H -2.9540 0.1687 2.2988 0.14
H -1.3269 -0.3731 3.1108 0.09
H -2.0561 -2.9364 3.2972 0.15
H -3.2949 -1.7675 4.1351 0.25
H -4.5334 -2.0198 1.3863 0.16
H -4.9932 -3.0510 2.9882 0.32
H -4.0148 -4.1605 0.4385 0.08
H -2.3850 -3.8790 1.3436 -0.92
H -3.3629 -5.3977 3.5183 0.19
H -4.9811 -5.5674 2.5389 0.23
H -1.1212 -5.2019 -0.2562 -0.23
H -0.6369 -7.0377 -0.5702 -0.14
H -2.4291 -6.4309 -0.8502 0.20
H 0.3253 1.3117 0.0911 0.00
H -1.5820 1.7444 0.0342 0.14
H -1.6071 0.5513 -2.5320 0.17
H -1.0392 2.3284 -2.2571 0.22
H 0.4675 -1.1769 -2.1213 -0.34
H 0.0560 -0.7123 -3.9010 0.29
H 2.2018 2.9429 -1.9392 -0.13
H -3.7206 -1.8869 -0.9521 0.04
H -2.4362 -3.3537 -0.9179 -0.08
H -3.3272 -2.4178 -4.4241 0.21
H -3.9762 -3.1737 -2.8154 0.15
H -2.3876 -3.9264 -3.6185 0.22
C -8.6130 -2.5317 0.0540 -1.27
C -7.3944 -3.4153 0.0357 0.79
O -6.2783 -2.9694 0.2970 -0.41
C -7.5942 -4.8656 -0.3145 -1.03
H -8.3177 -1.5119 0.3228 0.29
H -9.0731 -2.5129 -0.9372 0.35
H -9.3257 -2.8970 0.7977 0.35
H -8.0090 -4.9507 -1.3221 0.36
H -8.2616 -5.3349 0.4128 0.34
H -6.6286 -5.3816 -0.2881 0.17
C 0.2904 5.6700 -6.3917 -1.04
C 0.3225 5.1901 -4.9652 0.70
O -0.7141 4.9429 -4.3512 -0.58
C 1.6720 5.0241 -4.3193 -0.59
H -0.7498 5.7429 -6.7267 0.24
H 0.7505 6.6590 -6.4614 0.26
H 0.8160 4.9595 -7.0347 0.36
H 2.1936 5.9843 -4.2966 0.44
H 2.2591 4.2849 -4.8700 0.27
H 1.5410 4.6721 -3.2905 -0.05
C -1.5639 -10.6255 -1.0071 -0.99
C -2.7801 -9.8734 -1.4777 0.91
O -2.7566 -9.2018 -2.5078 -0.59
C -4.0262 -9.9751 -0.6393 -1.08
H -0.7405 -10.4601 -1.7100 0.14
H -1.2610 -10.2625 -0.0217 0.27
H -1.7810 -11.6959 -0.9683 0.45
H -3.8328 -9.5831 0.3625 0.24
H -4.3529 -11.0165 -0.5841 0.39
H -4.8230 -9.3816 -1.1001 0.26
C 6.3899 4.9409 -1.8193 -0.79
C 6.7006 6.4123 -1.7521 0.81
O 5.9178 7.2073 -1.2345 -0.58
C 8.0063 6.8733 -2.3426 -1.11
H 5.4158 4.7541 -1.3547 0.02
H 6.3477 4.6173 -2.8624 0.30
H 7.1509 4.3752 -1.2757 0.37
H 8.0361 6.6359 -3.4090 0.31
H 8.8392 6.3938 -1.8224 0.31
H 8.0958 7.9582 -2.2224 0.31
C -4.6331 2.9982 5.5788 -1.24
C -3.8345 2.7322 4.3307 0.79
O -4.2792 2.0274 3.4262 -0.55
C -2.4709 3.3621 4.2322 -0.53
H -5.5957 2.4803 5.5108 0.32
H -4.0942 2.6218 6.4519 0.30
H -4.8191 4.0705 5.6794 0.34
H -1.8356 3.0018 5.0454 0.06
H -2.5606 4.4505 4.2729 0.40
H -2.0106 3.0836 3.2782 0.10
C 0.9450 5.6033 0.5088 -0.67
C 0.9771 5.1234 1.9353 0.81
O -0.0595 4.8762 2.5493 -0.56
C 2.3266 4.9574 2.5812 -0.67
H -0.0952 5.6762 0.1738 0.29
H 1.4050 6.5923 0.4391 0.41
H 1.4705 4.8928 -0.1342 -0.16
H 2.8481 5.9176 2.6039 0.37
H 2.9137 4.2182 2.0305 0.19
H 2.1956 4.6054 3.6100 -0.02
C 1.4779 2.8160 6.2872 -0.65
C 1.1056 1.3816 6.0228 0.84
O 0.0984 1.0915 5.3794 -0.49
C 2.0134 0.3159 6.5762 -1.07
H 0.7328 3.4747 5.8286 0.16
H 1.4949 3.0031 7.3639 0.37
H 2.4547 3.0334 5.8476 0.03
H 2.0541 0.3916 7.6657 0.33
H 3.0140 0.4219 6.1495 0.22
H 1.6206 -0.6706 6.3078 0.31
C 6.5387 2.4491 5.4000 -1.07
C 5.7723 3.1547 6.4866 0.77
O 4.5425 3.1702 6.4938 -0.50
C 6.5689 3.8406 7.5641 -1.14
H 5.8340 2.0000 4.6920 0.27
H 7.1659 3.1650 4.8627 0.34
H 7.1525 1.6555 5.8335 0.33
H 7.1974 4.6185 7.1233 0.34
H 7.1841 3.1090 8.0940 0.34
H 5.8841 4.3072 8.2802 0.28
C 2.8999 -9.0521 -1.9682 -1.19
C 2.1336 -8.3464 -0.8815 0.75
O 0.9038 -8.3309 -0.8743 -0.51
C 2.9301 -7.6605 0.1960 -1.02
H 2.1953 -9.5012 -2.6762 0.28
H 3.5271 -8.3361 -2.5054 0.34
H 3.5138 -9.8456 -1.5347 0.35
H 3.5586 -6.8826 -0.2449 0.35
H 3.5453 -8.3921 0.7259 0.35
H 2.2453 -7.1939 0.9121 0.19
C -1.8592 8.4911 -8.5763 -1.15
C -1.1806 9.1272 -7.3926 0.92
O 0.0166 8.9515 -7.1724 -0.57
C -2.0236 9.9867 -6.4889 -1.13
H -1.1287 7.8998 -9.1387 0.28
H -2.6576 7.8277 -8.2345 0.31
H -2.2628 9.2654 -9.2336 0.40
H -2.8294 9.3898 -6.0542 0.32
H -2.4345 10.8276 -7.0532 0.34
H -1.4014 10.3795 -5.6777 0.30



18
Properties=species:S:1:pos:R:3:nbo_charge:R:1 method="wB97M-V/def2-TZVPD" orbital_gap_ev=10.2201 charge=+1 relative_energy_kcal_mol=20.1
C -1.4551 -2.3956 -1.6289 -0.45
C 0.7222 -1.2658 -1.6673 0.11
N -0.3471 -1.6249 -1.0858 -0.39
H -1.2063 -2.9693 -2.5217 0.24
H -2.2390 -1.7312 -2.0005 0.25
H -1.8128 -3.0368 -0.8284 0.25
H 0.9240 -1.5145 -2.6998 0.22
H 1.4983 -0.8889 -1.0074 0.23
H -0.5434 -1.2587 -0.1277 0.48
H 1.7377 4.4039 -0.6685 0.48
H 0.3770 4.1079 -0.1326 0.47
O 1.2583 3.7437 -0.1437 -0.95
H -1.7228 -0.7892 1.9083 0.50
H -0.3160 -0.0876 1.9264 0.52
O -0.9034 -0.6831 1.3857 -1.01
H 0.6511 1.4231 3.2487 0.49
H 0.6080 1.9892 1.8807 0.50
O 0.7389 1.1425 2.3463 -0.94



76
Properties=species:S:1:pos:R:3:mulliken_charge:R:1 method="wB97M-V/def2-TZVPD" orbital_gap_ev=5.9223 charge=-1 relative_energy_kcal_mol=0.0
La -0.3957 -0.1216 -0.5255 1.69
S -1.8828 -2.3508 3.6720 -0.52
C -2.2754 -3.4694 2.4155 0.37
C -3.4224 -4.2867 2.5627 -0.64
C -3.7963 -5.2388 1.6389 -0.46
C -3.0311 -5.4513 0.4940 -0.76
C -1.8928 -4.6926 0.3197 -0.72
C -1.5186 -3.7124 1.2458 0.20
S -0.0358 -2.8631 0.7036 0.25
C 0.8726 -2.3804 2.2039 -1.54
C 0.9122 -0.9080 2.5372 0.70
C 1.8643 -0.4324 3.4299 -0.71
C 1.7380 0.8548 3.9238 -0.75
C 0.6280 1.6030 3.5639 -0.71
C -0.2684 1.0730 2.6480 0.33
C -1.5255 1.7936 2.2657 -1.04
S -1.3145 2.5776 0.6145 -0.16
C -2.9765 2.5947 -0.0261 0.31
C -3.5170 3.8601 -0.2582 -0.63
C -4.7808 4.0033 -0.7957 -0.67
C -5.5183 2.8587 -1.0823 -0.47
C -4.9920 1.6054 -0.8409 -0.93
C -3.6948 1.4233 -0.3309 0.70
S -3.1292 -0.2121 -0.0812 -0.41
N -0.0888 -0.1386 2.0978 0.63
H -4.0206 -4.1309 3.4505 0.37
H -4.6864 -5.8324 1.8163 0.34
H -3.3169 -6.1913 -0.2425 0.36
H -1.2792 -4.8337 -0.5642 0.31
H 1.8838 -2.7787 2.1040 0.39
H 0.3572 -2.8760 3.0311 0.78
H 2.6711 -1.0798 3.7491 0.56
H 2.4732 1.2553 4.6104 0.41
H 0.4501 2.5854 3.9818 0.47
H -1.7627 2.5764 2.9827 0.59
H -2.3429 1.0753 2.1794 0.34
H -2.9188 4.7312 -0.0198 0.39
H -5.1912 4.9878 -0.9795 0.36
H -6.5104 2.9468 -1.5087 0.36
H -5.5709 0.7194 -1.0665 0.43
S 1.8709 1.0047 -7.8398 -0.28
C 1.1945 0.7298 -6.3578 0.04
S 0.5130 1.9647 -5.3645 -0.09
C 0.0857 0.9760 -3.9783 0.10
C 0.3810 -0.3355 -4.0887 0.04
S 0.0877 -1.5683 -2.9024 -0.54
S 1.1089 -0.8186 -5.6116 -0.07
S -0.6680 1.7530 -2.6243 -0.49
C 4.0446 -1.5897 0.4002 -1.78
P 2.5877 -1.4184 -0.7502 1.47
C 2.7212 -3.1334 -1.4047 -1.81
C 3.2873 -0.3912 -2.1042 0.00
C 4.0278 -0.9608 -3.1367 -0.58
C 4.4597 -0.1991 -4.2109 -1.01
C 4.1602 1.1523 -4.2652 -0.67
C 3.4477 1.7397 -3.2313 -1.02
C 3.0084 0.9865 -2.1468 0.21
P 2.0837 1.7392 -0.7538 1.46
C 3.4991 1.9871 0.4152 -1.18
C 1.9002 3.5054 -1.2090 -1.61
H 4.9796 -1.5993 -0.1601 0.45
H 3.9345 -2.5443 0.9187 0.54
H 4.0786 -0.8072 1.1549 0.23
H 3.7643 -3.4174 -1.5524 0.51
H 2.1600 -3.2233 -2.3309 0.44
H 2.2773 -3.8012 -0.6665 0.45
H 4.2514 -2.0194 -3.1218 0.29
H 4.9959 -0.6675 -5.0267 0.39
H 4.4551 1.7433 -5.1231 0.44
H 3.2081 2.7932 -3.2912 0.31
H 4.2855 2.5629 -0.0744 0.42
H 3.9076 1.0369 0.7414 0.14
H 3.1385 2.5298 1.2923 0.40
H 2.8677 3.9594 -1.4283 0.51
H 1.4577 4.0089 -0.3473 0.42
H 1.2214 3.6119 -2.0508 0.40



21
Properties=species:S:1:pos:R:3:nbo_charge:R:1 method="wB97M-V/def2-TZVPD" s_squared=0.75 orbital_gap_ev="8.4670 / 4.8532" charge=0 relative_energy_kcal_mol=110.5 multiplicity=2
C -0.3283 -0.0412 -0.1889 -0.29
C 0.6839 0.8521 0.4546 -0.47
C 1.9863 0.2276 0.8457 -0.05
O 2.6140 -0.3476 -0.2978 -0.75
N -2.0297 0.8813 -0.4079 -0.59
C -2.7981 -0.0948 -1.1288 -0.09
N -3.9449 -0.4600 -0.2943 -0.87
H -0.8008 -0.6896 0.5351 0.23
H 0.0695 -0.5842 -1.0393 0.23
H 0.3070 1.3189 1.3567 0.23
H 0.9568 1.7423 -0.1015 0.22
H 1.8542 -0.5817 1.5884 0.15
H 2.6539 0.9319 1.3531 0.17
H -1.0389 0.9097 -0.7656 0.33
H -2.2634 -1.0408 -1.2977 0.15
H -3.1664 0.1767 -2.1289 0.15
H -4.8656 -0.4418 -0.6923 0.36
H -3.8600 0.0826 0.5593 0.37
H 3.4494 -0.7162 0.0400 0.48
H 5.6190 -1.3736 0.6881 0.43
O 4.9021 -0.7515 0.9217 -0.40



13
Properties=species:S:1:pos:R:3:nbo_charge:R:1 method="wB97M-V/def2-TZVPD" orbital_gap_ev=8.2433 charge=0 relative_energy_kcal_mol=19.9
C 0.6435 -0.1771 1.0515 -0.28
C 1.1992 -0.8990 -0.7134 0.06
C 1.7198 0.2665 0.1437 -0.42
N 0.3010 -1.3074 0.1015 -0.33
O -1.8847 0.8309 -1.1111 -0.90
S -2.4899 -0.6481 -0.8589 0.39
I 1.3999 2.1977 -0.6220 0.11
I -4.3826 -0.4351 0.4353 0.01
H 0.6922 -0.6432 1.9695 0.23
H -0.2026 0.5833 1.0965 0.18
H -1.3120 1.3859 -0.3697 0.49
H 1.5033 -1.4063 -1.5968 0.20
H 2.8128 0.2518 0.4740 0.26



15
Properties=species:S:1:pos:R:3:nbo_charge:R:1 method="wB97M-V/def2-TZVPD" orbital_gap_ev=9.0802 charge=0 relative_energy_kcal_mol=52.6
C 0.7297 -0.2328 -2.1677 -1.14
Si 2.1707 -0.4174 -0.9058 1.14
Br 2.0440 -2.4993 -0.0433 -0.31
Br 2.6020 1.2545 0.5389 -0.31
H 0.8016 -0.8524 -3.1266 0.26
H -0.1198 -0.7846 -1.5963 0.29
H 0.4458 0.8013 -2.2932 0.24
H 3.5162 -0.6241 -1.5642 -0.18
C -1.7759 1.1061 2.1061 -1.22
Si -1.6811 -0.3761 1.0041 1.87
O -0.3573 -0.8653 0.4483 -1.20
H -2.7755 1.0323 2.6491 0.25
H -0.8603 1.1970 2.6791 0.28
H -1.7636 2.1088 1.6104 0.28
H -2.9766 -0.8479 0.6610 -0.25



What did the fifth record say?
13
Properties=species:S:1:pos:R:3:nbo_charge:R:1 method="wB97M-V/def2-TZVPD" orbital_gap_ev=8.2433 charge=0 relative_energy_kcal_mol=19.9
C 0.6435 -0.1771 1.0515 -0.28
C 1.1992 -0.8990 -0.7134 0.06
C 1.7198 0.2665 0.1437 -0.42
N 0.3010 -1.3074 0.1015 -0.33
O -1.8847 0.8309 -1.1111 -0.90
S -2.4899 -0.6481 -0.8589 0.39
I 1.3999 2.1977 -0.6220 0.11
I -4.3826 -0.4351 0.4353 0.01
H 0.6922 -0.6432 1.9695 0.23
H -0.2026 0.5833 1.0965 0.18
H -1.3120 1.3859 -0.3697 0.49
H 1.5033 -1.4063 -1.5968 0.20
H 2.8128 0.2518 0.4740 0.26